[1]
{"formula": "C6H8N2", "method": "ωB97M-V/def2-TZVPD", "symbols": ["C", "C", "C", "C", "C", "C", "H", "H", "H", "H", "H", "H", "H", "H", "N", "N"], "xyz": [[-1.5360, 0.2990, -0.3438], [-0.0731, 0.2153, -0.6261], [0.8225, 1.2433, -0.3699], [2.2682, 0.7835, -0.1367], [2.0599, -0.5838, 0.2065], [0.7634, -1.0568, -0.0791], [-3.3050, -0.8229, 0.1251], [-2.1727, -1.4464, -1.2666], [-2.8620, 1.6688, 0.7566], [0.8504, 2.4755, -0.4576], [3.1991, 1.2347, 0.1923], [2.9799, -1.1448, 0.8959], [0.5653, -2.2231, -0.4892], [0.5472, -1.1669, 1.2041], [-2.2391, -1.0480, 0.0307], [-1.8681, 1.5726, 0.3579]], "forces_ev_per_a": [[-1.73, 4.08, 6.77], [1.58, -0.84, 2.55], [2.98, 3.19, -2.08], [-3.44, -4.05, 1.73], [6.27, 2.05, 0.72], [-3.89, -2.76, 2.01], [2.40, -0.33, -0.32], [-0.60, 0.84, 5.00], [1.54, -1.02, -1.04], [-1.31, -3.53, 0.21], [-0.56, 0.73, -0.34], [-3.01, 1.14, -2.54], [0.66, 3.47, 1.01], [-0.40, 0.20, -3.41], [-0.39, 2.05, -6.91], [-0.10, -5.22, -3.35]], "mulliken_charge": [-0.007, 0.059, -0.157, -0.455, -0.451, -0.018, 0.304, 0.315, 0.201, 0.256, 0.358, 0.220, 0.287, 0.210, -0.563, -0.559], "e_tot_ha": -342.6521, "lumo_energy_ev": -0.085, "gap_ev": 8.112}

[2]
{"formula": "C6H8N2", "method": "ωB97M-V/def2-TZVPD", "symbols": ["C", "C", "C", "C", "C", "C", "H", "H", "H", "H", "H", "H", "H", "H", "N", "N"], "xyz": [[0.3956, 1.4390, 0.7692], [-0.3907, 0.2083, 1.0233], [-1.2218, -0.2472, -0.2562], [0.4021, -0.9834, 0.5264], [1.0820, -0.2909, -0.7073], [-0.1530, 0.2931, -1.3132], [-0.1633, 2.3474, 0.8927], [1.2139, 1.5229, 1.5044], [-0.8713, 0.0595, 1.9578], [-2.2547, 0.0901, -0.4724], [-0.7011, -2.2573, -0.8106], [1.0330, -1.6445, 1.1536], [2.0061, -0.5711, -1.2918], [-0.3279, 0.5359, -2.3801], [-0.8941, -1.6229, 0.0141], [0.8452, 1.1210, -0.6100]], "forces_ev_per_a": [[0.22, -0.81, -0.08], [-0.95, -0.85, -0.77], [-0.13, 2.48, -1.27], [1.02, -2.16, -0.32], [0.47, -0.61, -0.49], [-0.27, 0.36, 0.56], [-0.40, 0.52, -0.58], [0.17, -0.17, -0.63], [-0.51, -0.10, 0.73], [0.43, -0.50, 0.29], [-0.52, 1.20, 0.94], [-0.32, 0.54, -0.23], [-1.24, -0.12, 1.00], [0.02, -0.36, 0.91], [1.63, -1.17, -0.02], [0.38, 1.74, -0.06]], "mulliken_charge": [-0.509, -0.678, -0.078, -0.134, -0.255, -0.342, 0.371, 0.314, 0.477, 0.464, 0.275, 0.491, 0.349, 0.369, -0.611, -0.503], "e_tot_ha": -342.8361, "lumo_energy_ev": 1.116, "gap_ev": 9.704}

[3]
{"formula": "C6H8N2", "method": "ωB97M-V/def2-TZVPD", "symbols": ["C", "C", "C", "C", "C", "N", "C", "N", "H", "H", "H", "H", "H", "H", "H", "H"], "xyz": [[-2.6473, -0.1263, -0.0138], [-1.3102, -0.1585, -0.1766], [-0.6833, 1.1520, -0.2357], [0.6260, 1.4522, -0.1168], [1.7842, 0.4711, 0.0618], [1.6044, -0.8612, -0.4614], [0.4391, -1.7024, -0.0568], [-0.7923, -1.3976, -0.0280], [-3.0551, -1.1440, -0.0523], [-3.3919, 0.7218, -0.2051], [-1.3574, 1.9916, -0.0184], [0.8716, 2.5173, 0.0285], [1.9092, 0.4378, 1.1699], [2.7293, 0.9026, -0.1732], [2.4724, -1.4826, -0.0679], [0.8011, -2.7739, 0.3459]], "forces_ev_per_a": [[-1.69, -0.37, -1.66], [-2.42, 2.35, 0.23], [1.93, 0.82, 1.03], [-0.10, -0.23, -0.14], [-1.60, 0.93, 1.90], [1.34, -4.16, 1.81], [1.95, -0.04, 0.58], [2.43, -2.16, 0.34], [-0.37, 0.53, 0.56], [1.64, -1.06, 0.58], [0.08, -0.43, -0.70], [0.07, -0.63, -0.16], [-0.33, -0.15, -0.18], [0.66, 0.18, -1.19], [-2.58, 2.08, -1.58], [-1.03, 2.33, -1.41]], "mulliken_charge": [-0.738, 0.743, -0.585, -0.351, -0.497, -0.424, 0.000, -0.449, 0.332, 0.258, 0.186, 0.303, 0.276, 0.440, 0.311, 0.194], "e_tot_ha": -342.8327, "lumo_energy_ev": 0.633, "gap_ev": 8.933, "smiles": "C=C1C=CCNC=N1"}

[4]
{"formula": "C6H8N2", "method": "ωB97M-V/def2-TZVPD", "symbols": ["C", "C", "C", "C", "N", "C", "N", "C", "H", "H", "H", "H", "H", "H", "H", "H"], "xyz": [[-1.6121, 0.2313, -0.7491], [-0.5756, -0.4422, -0.3383], [0.1434, -1.8034, -0.3678], [1.5607, -1.3613, -0.1468], [1.5682, -0.1198, 0.6943], [0.4419, 0.6042, 0.2973], [-0.1771, 1.7167, 0.5931], [-1.5613, 1.5375, 0.0656], [-2.6622, -0.1710, -0.9821], [-0.0794, -2.3110, -1.3184], [0.0516, -2.2980, 0.5106], [1.8409, -1.3520, -1.2236], [2.2886, -2.1317, 0.3084], [2.3467, 0.6102, 0.6226], [-2.1784, 1.2681, 0.9487], [-1.7282, 2.6107, -0.4431]], "forces_ev_per_a": [[-3.51, 0.35, 1.19], [3.99, -0.16, 0.26], [-1.06, 2.80, -1.23], [3.30, -0.84, -1.45], [0.87, 2.51, -1.48], [-4.83, -1.72, 0.47], [1.45, -1.91, -0.61], [1.19, 2.43, -1.01], [1.90, 0.54, -0.23], [0.43, -0.30, 0.75], [-2.09, -2.26, 2.41], [1.15, 1.35, 0.59], [-1.49, 1.08, -0.41], [-0.56, -2.18, 0.22], [-0.13, 0.97, -0.50], [-0.62, -2.65, 1.03]], "mulliken_charge": [-0.696, 0.449, -0.511, -0.486, -0.307, 0.210, -0.734, -0.156, 0.272, 0.325, 0.221, 0.205, 0.353, 0.335, 0.229, 0.291], "e_tot_ha": -342.8309, "lumo_energy_ev": 0.931, "gap_ev": 9.949, "smiles": "C1=C2CCNC2=NC1"}

[5]
{"formula": "C6H8N2", "method": "ωB97M-V/def2-TZVPD", "symbols": ["C", "C", "C", "N", "C", "C", "N", "C", "H", "H", "H", "H", "H", "H", "H", "H"], "xyz": [[-1.9638, 0.7524, 0.0069], [-0.6529, 0.8763, 0.0046], [-0.1003, -0.5430, -0.0399], [1.2442, -0.9244, -0.0516], [2.0882, -0.0997, 0.7835], [2.0728, 0.0519, -0.7273], [-1.0803, -1.3689, -0.1439], [-2.2962, -0.7025, 0.0736], [-2.6511, 1.5870, -0.0811], [0.0271, 1.6715, -0.0676], [2.9745, -0.5802, 1.2487], [1.7626, 0.7825, 1.3221], [2.8935, -0.3762, -1.3396], [1.5361, 0.8020, -1.2836], [-3.0225, -0.9578, -0.7543], [-2.8319, -0.9709, 1.0495]], "forces_ev_per_a": [[-0.67, 1.04, 0.31], [1.37, -2.02, -0.06], [-2.65, 0.50, -0.17], [-0.40, -0.56, 0.17], [1.68, 0.94, -0.89], [1.42, -0.94, -0.38], [2.01, -1.63, 1.24], [-2.26, 0.61, -0.90], [-0.14, -0.25, 0.26], [0.16, 1.43, 0.05], [-0.86, 0.13, -0.47], [-0.64, -0.29, 0.15], [-0.56, 0.17, 0.63], [0.06, 0.60, 0.42], [0.56, 0.12, 0.83], [0.93, 0.14, -1.20]], "mulliken_charge": [-0.700, -0.148, 0.480, -0.333, -0.287, -0.355, -0.576, -0.297, 0.397, 0.441, 0.231, 0.235, 0.192, 0.211, 0.266, 0.242], "e_tot_ha": -342.8420, "lumo_energy_ev": 0.983, "gap_ev": 10.379, "smiles": "C1=CC(N2CC2)=NC1"}

[6]
{"formula": "C6H8N2O", "method": "ωB97M-V/def2-TZVPD", "symbols": ["C", "C", "C", "N", "N", "C", "O", "C", "C", "H", "H", "H", "H", "H", "H", "H", "H"], "xyz": [[1.5395, 1.7448, 1.2663], [0.5669, 1.2760, 0.7439], [-0.5917, 0.6834, 0.0523], [-0.8800, 1.4195, -1.1503], [-1.7939, 0.9444, 0.8039], [-0.3800, -0.8078, -0.2028], [-1.4797, -1.6440, -0.0289], [0.7551, -1.4204, -0.4016], [1.8894, -2.0362, -0.5460], [2.4172, 2.1508, 1.7170], [-1.1478, 2.3485, -0.8298], [-0.0086, 1.5439, -1.6577], [-2.5386, 0.8144, 0.1203], [-1.9109, 0.1533, 1.4363], [-1.1843, -2.5576, -0.1906], [1.9243, -3.0933, -0.7824], [2.8230, -1.5200, -0.3497]], "forces_ev_per_a": [[0.04, -0.01, -0.07], [0.50, -0.44, 0.35], [-0.67, 0.31, -0.39], [0.69, 0.50, -1.31], [-0.63, -1.11, 0.91], [-1.23, -0.09, 0.12], [-0.32, 0.45, 0.81], [0.61, 0.26, -0.26], [1.24, -0.65, 0.02], [-0.17, -0.01, -0.03], [-0.01, 0.00, -0.18], [-0.15, 0.01, -0.29], [-0.09, 0.09, 0.14], [-0.20, 0.40, 0.35], [-0.10, 0.52, 0.02], [0.27, 0.06, -0.97], [0.21, -0.29, 0.77]], "mulliken_charge": [0.207, -1.051, 1.128, -0.727, -0.788, 0.685, -0.497, -0.374, -1.031, 0.442, 0.288, 0.292, 0.293, 0.293, 0.340, 0.228, 0.274], "e_tot_ha": -417.9570, "lumo_energy_ev": [-0.305, 0.001], "gap_ev": [7.615, 7.605], "smiles": "C#CC(N)(N)C(O)=C=C"}

[7]
{"formula": "C6H8N2O", "method": "ωB97M-V/def2-TZVPD", "symbols": ["C", "N", "C", "C", "N", "C", "C", "C", "O", "H", "H", "H", "H", "H", "H", "H", "H"], "xyz": [[-0.4139, 1.4985, 0.6239], [-0.3876, 0.4916, -0.4393], [1.8840, 0.1233, -0.6872], [0.0942, -0.6811, -0.3173], [2.5607, 0.0908, 0.4619], [0.0927, -1.9902, -0.3190], [-2.3528, -0.1729, -0.3536], [-3.5643, -0.0725, -0.4210], [2.1982, 0.4788, -1.7700], [2.1187, -0.2172, 1.3112], [3.5638, 0.2299, 0.4533], [-0.3963, 1.0520, 1.6195], [-1.3289, 2.0710, 0.5023], [0.4179, 2.1880, 0.4632], [-0.8703, -2.4765, -0.4067], [1.0098, -2.5578, -0.2946], [-4.6259, -0.0555, -0.4266]], "forces_ev_per_a": [[-0.14, -0.04, 0.10], [-5.21, 0.04, -0.31], [-1.71, -1.28, 0.52], [5.67, 0.25, -0.41], [0.58, 0.01, 0.33], [-0.65, 0.17, -0.04], [0.74, 1.51, -0.27], [0.88, -0.17, 0.15], [0.02, -0.07, 0.03], [0.02, -0.12, -0.17], [-0.13, 0.14, 0.02], [0.07, 0.08, 0.00], [0.06, -0.08, -0.02], [0.12, -0.20, 0.04], [-0.15, -0.19, 0.21], [-0.04, 0.01, -0.11], [-0.13, -0.05, -0.05]], "mulliken_charge": [-0.834, -0.043, 0.406, 0.621, -0.317, -1.045, -0.547, -0.276, -0.493, 0.242, 0.250, 0.281, 0.384, 0.342, 0.335, 0.296, 0.400], "e_tot_ha": -417.8987, "lumo_energy_ev": [-0.500, -0.500], "gap_ev": [8.172, 8.170]}

[8]
{"formula": "C6H8N2O2", "method": "ωB97M-V/def2-TZVPD", "symbols": ["O", "C", "C", "C", "N", "C", "O", "N", "H", "H", "H", "H", "C", "C", "H", "H", "H", "H"], "xyz": [[-0.8198, -0.6199, -2.4647], [-0.6255, -0.6791, -1.2625], [0.1025, -1.7148, -0.5294], [0.2571, -1.6180, 0.8055], [-0.2771, -0.5765, 1.5141], [-0.9543, 0.4779, 0.9429], [-1.3507, 1.4329, 1.5787], [-1.1070, 0.3396, -0.4257], [0.5111, -2.5511, -1.0797], [0.7831, -2.3720, 1.3650], [-0.1351, -0.5048, 2.5134], [-1.6052, 1.0905, -0.8751], [2.0730, 1.6146, 0.4391], [2.2836, 0.9723, -0.7167], [1.2244, 2.2734, 0.5643], [2.7333, 1.5213, 1.2905], [1.6055, 1.0815, -1.5348], [3.1176, 0.2990, -0.8485]], "forces_ev_per_a": [[0.17, -0.16, 0.75], [0.00, 0.13, -0.18], [0.06, -0.11, 0.08], [-0.41, 0.08, -0.85], [0.21, -0.13, 0.64], [0.07, 0.23, -0.29], [0.03, -0.35, -0.23], [-0.11, 0.03, 0.22], [-0.04, 0.13, 0.02], [0.08, -0.01, 0.19], [-0.03, 0.02, -0.25], [-0.06, 0.10, -0.11], [0.11, -0.34, -0.82], [0.06, 0.34, 1.32], [-0.05, 0.06, 0.01], [0.10, -0.07, -0.01], [-0.27, 0.07, -0.47], [0.11, -0.01, -0.04]], "mulliken_charge": [-0.629, 0.480, -0.463, -0.155, -0.017, 0.167, -0.614, 0.011, 0.398, 0.393, 0.221, 0.193, -0.481, -0.504, 0.229, 0.266, 0.256, 0.250], "e_tot_ha": -493.4408, "lumo_energy_ev": 0.545, "gap_ev": 10.097, "smiles": "O=c1cc[nH]c(=O)[nH]1.C=C"}

[9]
{"formula": "C6H8N2O2", "method": "ωB97M-V/def2-TZVPD", "symbols": ["C", "C", "C", "C", "C", "C", "N", "N", "O", "O", "H", "H", "H", "H", "H", "H", "H", "H"], "xyz": [[-1.0830, -0.5631, -0.1468], [1.1241, -2.4820, 0.3632], [1.1451, 0.5162, -0.8749], [-0.7006, 1.6588, 0.4974], [0.7240, 0.9699, 0.4733], [0.4007, -0.4501, 0.0085], [-1.5795, 0.6371, 0.0880], [0.4779, -3.1604, -0.5244], [-1.6386, -1.5477, -0.5927], [1.8664, -2.7459, 1.2807], [0.6145, 0.9242, -1.7747], [2.2864, 0.1814, -1.0858], [-0.9514, 2.1539, 1.4953], [-0.6344, 2.3340, -0.3796], [1.4769, 1.3060, 1.1401], [-2.6102, 0.9331, 0.0001], [-0.5434, -2.7498, -0.7080], [0.6544, -4.1768, -0.4181]], "forces_ev_per_a": [[2.36, 0.28, -1.00], [0.84, 3.55, 3.10], [1.52, -1.12, -1.93], [2.57, 1.16, -0.05], [-1.52, -0.45, -0.19], [1.54, -2.79, 1.14], [-4.68, 1.18, 0.59], [-2.19, -1.27, -1.21], [-1.32, -0.88, -0.02], [-0.88, 0.66, -1.98], [0.61, -0.35, 0.77], [-2.83, 1.16, 0.66], [0.27, -0.64, -1.47], [-0.31, 0.68, 1.01], [0.35, -0.11, 0.82], [2.23, -1.29, -0.01], [1.94, -0.57, 0.04], [-0.49, 0.81, -0.26]], "mulliken_charge": [0.342, 0.477, -0.717, -0.602, -0.405, 0.308, -0.149, -0.398, -0.737, -0.536, 0.205, 0.241, 0.324, 0.297, 0.425, 0.279, 0.387, 0.260], "e_tot_ha": -493.3287, "lumo_energy_ev": 0.680, "gap_ev": 9.267}

[10]
{"formula": "C6H8N2O2", "method": "ωB97M-V/def2-TZVPD", "symbols": ["O", "C", "C", "C", "N", "C", "O", "N", "H", "H", "H", "H", "C", "C", "H", "H", "H", "H"], "xyz": [[-1.4262, -0.0161, -1.6879], [-0.7018, 0.5404, -0.8885], [0.4492, -0.0070, -0.0386], [0.9456, 0.4845, 1.1215], [0.5297, 1.8445, 1.4685], [-0.4161, 2.5068, 0.7088], [-0.5786, 3.6674, 1.1114], [-0.9388, 1.8738, -0.3264], [0.7427, -0.9615, -0.3599], [1.7453, 0.0864, 1.6832], [0.5406, 1.9781, 2.6595], [-1.8191, 2.3240, -0.6830], [0.3815, -4.9477, -0.9729], [1.6318, -5.0216, -0.5680], [-0.0130, -4.2403, -1.7305], [-0.4422, -5.6021, -0.5484], [2.4085, -4.4068, -0.8132], [1.9993, -5.7502, 0.2358]], "forces_ev_per_a": [[1.39, 1.24, 0.88], [0.74, 0.59, 3.36], [-0.71, -0.50, -0.56], [-2.51, 3.61, -2.24], [1.77, -4.11, 4.49], [2.22, 3.05, 3.99], [-1.56, -1.08, -1.63], [-3.58, -0.89, -3.77], [0.62, -1.20, -0.32], [0.44, -0.62, 0.58], [-0.24, 0.25, -5.06], [1.41, -0.36, 0.28], [-1.95, -0.35, -0.05], [-0.65, -2.53, 2.52], [0.65, -0.35, 0.54], [1.32, 0.65, -0.52], [1.66, 1.78, -1.30], [-1.04, 0.82, -1.19]], "mulliken_charge": [-0.541, 0.537, -0.693, -0.187, -0.230, 0.403, -0.632, -0.099, 0.459, 0.410, 0.320, 0.252, -0.380, -0.483, 0.222, 0.186, 0.289, 0.168], "e_tot_ha": -493.3567, "lumo_energy_ev": 0.240, "gap_ev": 9.801, "smiles": "O=c1cc[nH]c(=O)[nH]1.C=C"}

[11]
{"formula": "C6H8N2O2P", "method": "ωB97M-V/def2-TZVPD", "symbols": ["C", "C", "C", "C", "C", "C", "N", "N", "O", "O", "P", "H", "H", "H", "H", "H", "H", "H", "H"], "xyz": [[2.8455, 1.9771, -0.4261], [1.8108, 1.3914, -0.4437], [-0.3553, 0.6838, -1.1954], [0.5828, 0.6013, -0.2645], [-1.3105, -1.5707, -1.1707], [1.4725, -0.4462, 1.7596], [-1.4845, -0.1868, -1.0316], [0.4449, -0.2838, 0.7491], [-3.5222, -0.6732, 0.6633], [-2.4605, 1.5518, 0.6301], [-2.4634, 0.2031, 0.1687], [3.7195, 2.5057, -0.5158], [-0.4772, 1.3995, -1.9897], [-0.5621, -1.8048, -0.4402], [-2.1750, -1.9655, -0.7374], [-1.2948, -2.0443, -2.1475], [2.3851, 0.1700, 1.7657], [1.0020, -0.0763, 2.6829], [1.8422, -1.4320, 1.9435]], "forces_ev_per_a": [[-0.12, -0.01, -0.21], [-1.70, -0.97, 0.59], [-2.04, 0.22, -2.34], [2.42, -1.04, 2.00], [0.05, -1.67, 0.28], [-0.73, 1.97, 0.84], [-0.19, 1.73, -0.99], [0.74, 0.34, -0.46], [-0.08, -1.61, -0.43], [0.64, 3.16, 0.50], [-1.08, -0.33, 0.96], [1.41, 0.82, -0.05], [0.42, 0.24, 0.10], [1.23, -0.88, -0.30], [-1.55, -1.20, 0.62], [0.70, 0.63, -0.43], [-0.04, 0.22, -0.88], [0.12, -0.51, 0.38], [-0.18, -1.12, -0.18]], "mulliken_charge": [0.327, -0.855, -1.418, 0.948, -0.853, -0.999, 0.174, -0.466, -0.686, -0.656, 0.890, 0.506, 0.325, 0.345, 0.365, 0.250, 0.258, 0.284, 0.261], "e_tot_ha": -834.7421, "lumo_energy_ev": 3.796, "gap_ev": 6.740, "total_charge": -1}

[12]
{"formula": "C6H8N2O3", "method": "ωB97M-V/def2-TZVPD", "symbols": ["C", "O", "C", "N", "C", "C", "C", "C", "N", "O", "O", "H", "H", "H", "H", "H", "H", "H", "H"], "xyz": [[0.9248, 0.0553, -2.7904], [0.2717, 0.6768, -1.6471], [0.6849, 0.4820, -0.4172], [0.4552, 1.4607, 0.4193], [-0.3988, 1.6074, 1.3969], [-1.5210, 0.7700, 1.4775], [-1.6294, -0.3995, 0.8339], [-0.4019, -1.0766, 0.4871], [0.5424, -1.3462, 1.5085], [1.3190, -2.3220, 1.3359], [0.6162, -0.5469, 2.4280], [0.6402, -0.9237, -3.1549], [2.0832, 0.0983, -2.6634], [0.5248, 0.8135, -3.5922], [1.5357, -0.2038, -0.1181], [-0.2496, 2.5010, 2.0361], [-2.4172, 1.1204, 1.8361], [-2.5781, -0.8920, 0.8211], [-0.4019, -1.8747, -0.1970]], "forces_ev_per_a": [[1.12, 3.03, -1.26], [0.29, -0.80, -1.04], [0.16, -3.09, 1.56], [-0.38, 2.64, 1.94], [2.22, 0.64, -1.48], [-0.38, -1.13, -0.58], [1.60, -0.44, 0.86], [-0.61, 0.37, -0.69], [0.71, -0.43, -0.34], [-0.94, 1.30, 0.37], [0.74, -0.69, 0.60], [-0.52, -0.40, 0.91], [-2.11, 0.05, -0.31], [1.41, -1.60, 1.10], [-0.56, 1.09, -1.10], [-0.34, -0.59, -0.52], [-1.74, 1.33, 1.19], [-0.47, -0.25, -0.59], [-0.21, -1.02, -0.62]], "mulliken_charge": [-0.663, -0.293, 0.206, -0.428, -0.255, -0.268, -0.273, -0.986, 0.931, -0.617, -0.571, 0.284, 0.318, 0.241, 0.502, 0.385, 0.467, 0.403, 0.620], "e_tot_ha": -568.4248, "lumo_energy_ev": -0.247, "gap_ev": 8.160, "smiles": "CO/C=N/C=C\\C=C/[N+](=O)[O-]"}

What is the formula in the eleventh record? C6H8N2O2P